No. 1
Entry from OMol25: C12H13Cl5FO3RhS as an isolated structure (ωB97M-V/def2-TZVPD).

```
! wB97M-V def2-TZVPD RIJCOSX def2/J DEFGRID3
* xyz -2 1
Rh -0.61 0.12 0.44
Cl -3.38 0.65 -1.25
C -2.27 -0.45 -2.01
C -1.06 -0.73 -1.35
C -0.23 -1.63 -2.03
Cl 1.30 -2.08 -1.33
C -0.55 -2.20 -3.27
Cl 0.51 -3.32 -4.06
C -1.75 -1.86 -3.88
Cl -2.16 -2.53 -5.43
C -2.61 -0.98 -3.25
Cl -4.10 -0.54 -4.03
F -0.38 1.05 2.27
C -1.89 -1.03 3.93
S -1.88 -2.06 2.48
O -0.53 -2.58 2.37
O -2.93 -3.05 2.69
O -2.23 -1.12 1.38
H -1.55 -1.63 4.78
H -2.90 -0.67 4.10
H -1.21 -0.20 3.72
C 2.49 0.79 1.35
C 1.95 1.65 0.20
C 1.49 3.01 0.76
C 3.05 1.85 -0.84
C 0.72 1.01 -0.43
H 3.38 1.26 1.79
H 2.77 -0.20 0.98
H 1.71 0.66 2.10
H 2.34 3.53 1.22
H 0.71 2.83 1.50
H 1.09 3.64 -0.04
H 3.93 2.32 -0.40
H 2.70 2.48 -1.67
H 3.35 0.89 -1.26
H 0.74 1.12 -1.53
*
```

Results
**Electronic energy**: -3600.378378 Ha
**Orbital gap (spin up / spin down)**: 5.35 / 5.34 eV
**Highest occupied orbital energy (spin up / spin down)**: -0.96 / -0.96 eV
**LUMO (spin up / spin down)**: 4.381 / 4.381 eV

No. 2
Entry from OMol25: the molecule C12H13ClI2N3OPS (ωB97M-V/def2-TZVPD).

```
! wB97M-V def2-TZVPD RIJCOSX def2/J DEFGRID3
* xyz 0 1
C -3.35 0.05 -2.28
N -3.48 -1.44 -2.21
C -3.23 -1.98 -0.85
C -2.26 -1.05 0.06
N -0.92 -0.91 -0.42
C -0.11 -0.04 0.39
C 1.38 0.20 -0.10
C 1.85 -0.59 -1.44
C 2.53 -2.03 -1.11
O 3.96 -1.85 -0.95
C 2.33 1.15 0.66
I 4.35 1.42 -0.14
C 1.78 1.89 1.94
P 2.93 3.11 2.86
S 2.27 4.97 2.79
C 0.32 1.62 2.42
I -0.37 2.65 4.22
C -0.68 0.65 1.65
N -2.00 0.53 2.21
C -2.73 -0.34 1.36
Cl -4.48 -0.65 1.88
H -3.87 0.62 -1.43
H -2.24 0.31 -2.41
H -3.88 0.38 -3.26
H -2.79 -1.80 -2.90
H -4.22 -2.24 -0.33
H -2.64 -2.96 -0.99
H 0.94 -0.84 -2.12
H 2.52 0.10 -2.05
H 2.09 -2.41 -0.12
H 2.26 -2.72 -2.00
H 4.38 -1.61 -1.81
H 3.14 2.65 4.22
H 4.25 3.15 2.27
*
```

Results
**Electronic energy**: -2499.444654 Ha
**Orbital gap**: 6.63 eV
**Highest occupied orbital energy**: -8.33 eV
**LUMO**: -1.703 eV
**SMILES**: CNCc1nc2c(CCO)c(I)c([PH2]=S)c(I)c2nc1Cl

No. 3
Entry from OMol25: the molecule C12H13F8I2O6PS (ωB97M-V/def2-TZVPD).

```
! wB97M-V def2-TZVPD RIJCOSX def2/J DEFGRID3
* xyz 0 1
C 3.74 -2.86 0.26
C 3.16 -1.50 0.62
I 4.79 -0.09 0.77
C 2.09 -0.87 -0.33
I 1.36 -2.24 -1.82
C 0.94 -0.12 0.42
S -0.18 -1.32 1.37
O 0.56 -2.55 1.45
O -0.64 -0.66 2.55
C -1.70 -1.78 0.33
F -1.78 -0.98 -0.74
F -1.52 -3.03 -0.07
C -3.04 -1.74 1.13
F -3.01 -2.76 2.01
F -3.20 -0.60 1.81
C -4.30 -1.90 0.22
F -4.50 -0.80 -0.49
F -5.36 -2.11 0.99
F -4.16 -2.93 -0.61
O 1.52 0.52 1.57
C 1.80 1.82 1.31
O 2.39 2.54 2.01
O 1.30 2.15 0.11
C 0.35 1.15 -0.35
C 0.54 1.19 -1.88
C 0.31 2.54 -2.55
F -0.29 0.26 -2.50
P -1.40 1.60 0.38
C -1.13 3.37 0.75
O -2.39 1.70 -0.92
H 4.16 -2.87 -0.75
H 2.97 -3.63 0.36
H 4.55 -3.09 0.96
H 2.76 -1.55 1.63
H 2.59 -0.11 -0.93
H 1.58 0.91 -2.08
H -0.76 2.73 -2.69
H 0.76 2.52 -3.54
H 0.78 3.35 -1.99
H -0.64 3.93 -0.05
H -0.51 3.45 1.65
H -2.11 3.79 0.98
H -2.37 2.57 -1.35
*
```

Results
**Electronic energy**: -3050.339097 Ha
**Orbital gap**: 9.33 eV
**Highest occupied orbital energy**: -9.43 eV
**LUMO**: -0.096 eV
**SMILES**: C[C@H](F)[C@]1(P(C)O)OC(=O)O[C@@]1([C@H](I)[C@@H](C)I)S(=O)(=O)C(F)(F)C(F)(F)C(F)(F)F

No. 4
Entry from OMol25: C12H13KN5O3 as an isolated structure (ωB97M-V/def2-TZVPD).

```
! wB97M-V def2-TZVPD RIJCOSX def2/J DEFGRID3
* xyz 1 1
K -0.22 -0.69 -0.42
O 1.82 1.14 -1.72
C 2.49 2.17 -1.84
O 1.02 2.40 0.75
C 2.05 2.98 0.48
O 2.72 3.77 1.37
N 2.74 3.02 -0.75
C 3.79 4.47 0.69
C 3.84 3.98 -0.73
H 4.72 4.26 1.22
H 3.56 5.54 0.72
H 4.78 3.49 -0.97
H 3.63 4.80 -1.43
C 3.10 2.60 -3.10
C 2.81 1.91 -4.23
H 3.76 3.47 -3.07
H 2.15 1.04 -4.21
H 3.24 2.25 -5.17
N -4.35 -2.68 0.52
C -5.05 -1.74 -0.23
C -4.13 -0.77 -0.56
N -2.90 -1.10 -0.03
C -3.05 -2.26 0.63
C -1.99 -2.98 1.35
N -0.70 -2.60 1.44
C -0.04 -3.55 2.19
C -0.94 -4.53 2.57
N -2.16 -4.17 2.02
H -4.75 -3.54 0.90
H -6.10 -1.81 -0.45
H -4.28 0.12 -1.16
H 1.01 -3.48 2.41
H -0.79 -5.41 3.17
H -3.03 -4.70 2.11
*
```

Results
**Electronic energy**: -1564.401111 Ha
**Orbital gap**: 8.54 eV
**Highest occupied orbital energy**: -11.10 eV
**LUMO**: -2.563 eV
**Relative energy (zero: lowest compared OMol25 entry of this formula, charge and spin)**: 0.0 kJ/mol

No. 5
Entry from OMol25: C12H13N as an isolated structure (ωB97M-V/def2-TZVPD).

```
! wB97M-V def2-TZVPD RIJCOSX def2/J DEFGRID3
* xyz 0 1
C -2.88 0.36 0.94
C -0.92 0.30 2.62
C -0.54 -0.68 0.44
C -0.43 -2.01 0.19
C 0.53 -2.62 -0.66
C 1.53 -1.96 -1.28
C 1.57 -0.52 -1.11
C 2.37 0.35 -1.89
C 2.00 1.73 -2.05
C 1.08 2.24 -1.13
C 0.52 1.53 -0.11
C 0.48 0.15 -0.38
H -2.88 1.42 0.66
H -3.53 0.08 1.80
H -3.24 0.08 -0.04
H -1.47 -0.20 3.74
H 0.03 -0.22 2.64
H -0.62 1.46 2.86
H -1.20 -2.92 0.44
H 0.40 -3.77 -0.78
H 2.30 -2.46 -2.01
H 3.17 0.00 -2.71
H 2.54 2.34 -2.77
H 1.05 3.44 -1.36
H -0.36 1.91 0.54
N -1.47 -0.03 1.38
*
```

Results
**Electronic energy**: -519.654387 Ha
**Orbital gap**: 8.64 eV
**Highest occupied orbital energy**: -8.25 eV
**LUMO**: 0.391 eV
**Relative energy (zero: lowest compared OMol25 entry of this formula, charge and spin)**: 440.8 kJ/mol

No. 6
Entry from OMol25: a 2-piece molecular cluster, C12H13N2S overall (ωB97M-V/def2-TZVPD).

```
! wB97M-V def2-TZVPD RIJCOSX def2/J DEFGRID3
* xyz 1 1
C 3.63 -0.73 2.25
C -1.22 -0.18 2.98
C 2.46 -0.91 2.97
C 0.10 -0.68 3.38
C 3.42 -0.34 0.96
C -1.45 0.05 1.62
C 1.17 -0.64 2.46
C 0.96 -0.33 1.11
C 2.15 0.02 0.37
C -0.32 0.09 0.73
C 2.10 0.43 -0.90
C 1.01 0.21 -3.30
N -0.50 0.52 -0.49
N -2.95 0.99 -1.67
S 2.05 1.36 -2.18
H 4.67 -0.73 2.64
H -1.92 -0.11 3.78
H 2.58 -1.07 4.08
H -0.06 -1.27 4.24
H 4.41 -0.16 0.49
H -2.39 0.31 1.23
H 0.92 0.81 -4.30
H 0.15 0.10 -2.80
H 1.52 -0.73 -3.46
H -1.42 0.66 -0.87
H -2.63 0.78 -2.63
H -3.03 2.03 -1.61
H -3.74 0.60 -1.33
*
```

Results
**Electronic energy**: -972.341303 Ha
**Orbital gap (spin up / spin down)**: 5.71 / 6.35 eV
**Highest occupied orbital energy (spin up / spin down)**: -11.06 / -11.24 eV
**LUMO (spin up / spin down)**: -5.355 / -4.891 eV
**Relative energy (zero: lowest compared OMol25 entry of this formula, charge and spin)**: 408.0 kJ/mol